Record 1
ORCA calculation (ωB97M-V with the def2-TZVPD basis set) on 2 unconnected molecules or ions with the total composition C6H18N in a non-equilibrium geometry.

Geometry as XYZ:
```
25
Properties=species:S:1:pos:R:3:nbo_charge:R:1
C 1.314 1.819 -1.401 -0.2646
C -0.143 2.108 -1.008 -0.6531
N 1.709 0.459 -1.895 -0.6737
H 1.545 2.581 -2.169 0.2370
H 1.972 2.187 -0.625 0.2411
H -0.426 1.116 -0.637 0.2316
H -0.712 2.731 -1.681 0.2563
H 2.550 0.436 -2.466 0.4579
H 1.996 -0.013 -1.032 0.4468
H 0.895 -0.052 -2.226 0.4551
H -0.132 2.747 -0.117 0.2549
C -0.446 -0.903 0.890 -0.2071
C -0.932 -0.431 2.262 -0.6302
C 0.231 -2.273 1.122 -0.6091
C -1.619 -0.859 -0.124 -0.6340
H 0.329 -0.210 0.551 0.1363
H -1.282 0.592 2.412 0.2162
H 1.150 -2.255 1.717 0.2218
H -0.376 -2.992 1.649 0.2285
H 0.389 -2.610 0.085 0.1919
H -1.450 -0.352 -1.065 0.1870
H -2.023 -1.858 -0.278 0.2347
H -2.429 -0.300 0.359 0.2343
H -0.295 -0.634 3.118 0.2223
H -1.814 -1.032 2.563 0.2182
```

Net charge: +1
Max |F|, hartree/bohr: 0.083
Gap between HOMO and LUMO, Ha: 0.3940
Relative energy (zero: lowest compared OMol25 entry of this formula, charge and spin), kcal per mole: 31.91
HOMO, eV: -14.46
Total energy, eV: -7996.253



Record 2
ORCA calculation (ωB97M-V with the def2-TZVPD basis set) on 2 unconnected molecules or ions with the total composition H4OSSi in a non-equilibrium geometry.

Geometry as XYZ:
```
7
Properties=species:S:1:pos:R:3:nbo_charge:R:1
O 0.147 -1.766 -0.948 -1.1032
Si -0.374 -0.588 0.041 1.3295
S -0.118 -0.866 2.126 -0.4129
H 0.457 -1.457 -1.798 0.5238
H 2.088 0.651 -0.247 -0.3059
H -1.691 0.126 -0.292 -0.1826
H -0.078 0.336 2.450 0.1512
```

Max |F|, hartree/bohr: 0.078
Gap between HOMO and LUMO (spin up / spin down), Ha: 0.3122 / 0.2546
Relative energy (zero: lowest compared OMol25 entry of this formula, charge and spin), kcal per mole: 88.29
HOMO (spin up / spin down), eV: -8.90 / -7.47
Total energy, eV: -20822.698



Record 3
ORCA calculation (ωB97M-V with the def2-TZVPD basis set) on a molecular structure, C17H14FeN5S4Se.

Geometry as XYZ:
```
42
Properties=species:S:1:pos:R:3:lowdin_spin:R:1
Fe -0.147 0.005 0.109 4.0229
N 1.573 1.113 -2.909 0.0000
C 0.537 0.269 -3.079 0.0039
N -0.114 -0.290 -2.096 0.0543
C -1.096 -1.149 -2.552 0.0024
C -1.202 -1.234 -3.894 0.0020
S -0.023 -0.220 -4.645 0.0052
C -1.885 -1.828 -1.525 0.0036
C -2.855 -2.748 -1.686 0.0034
S -3.476 -3.236 -0.146 0.0065
C -2.371 -2.153 0.636 0.0082
N -1.608 -1.492 -0.206 0.0640
N -2.315 -2.010 1.962 0.0029
H 1.806 1.396 -1.970 -0.0001
H 1.885 1.694 -3.665 -0.0001
H -1.890 -1.818 -4.481 0.0003
H -3.235 -3.171 -2.599 0.0005
H -2.883 -2.571 2.568 0.0000
H -1.608 -1.386 2.352 0.0039
S 0.157 0.162 2.394 0.2287
C 1.560 -0.861 2.698 0.0295
C 1.942 -1.124 4.012 0.0118
C 3.073 -1.875 4.284 0.0103
C 3.844 -2.366 3.238 0.0074
C 3.474 -2.110 1.929 0.0137
C 2.334 -1.360 1.642 0.0280
S 1.879 -1.089 -0.036 0.2347
H 1.342 -0.727 4.821 0.0022
H 3.356 -2.070 5.310 0.0006
H 4.735 -2.947 3.441 0.0003
H 4.069 -2.491 1.108 0.0022
Se -1.295 2.145 -0.231 0.1807
C -3.027 2.602 0.401 0.0316
C -4.096 1.714 0.342 0.0110
C -5.337 2.138 0.789 -0.0008
N -5.579 3.352 1.278 0.0095
C -4.545 4.190 1.329 -0.0003
C -3.262 3.871 0.912 0.0136
H -3.966 0.714 -0.050 0.0004
H -6.185 1.461 0.750 -0.0002
H -4.750 5.177 1.730 -0.0001
H -2.464 4.596 0.984 0.0014
```

⟨S²⟩: 8.772
2S+1: 6
Max |F|, hartree/bohr: 0.016
Gap between HOMO and LUMO (spin up / spin down), Ha: 0.2742 / 0.2464
Relative energy (zero: lowest compared OMol25 entry of this formula, charge and spin), kcal per mole: 1.42
HOMO (spin up / spin down), eV: -7.40 / -7.61
Total energy, eV: -168383.239



Record 4
ORCA calculation (ωB97M-V with the def2-TZVPD basis set) on 6 unconnected molecules or ions with the total composition C30H26F7O16 in a non-equilibrium geometry.

Geometry as XYZ:
```
79
Properties=species:S:1:pos:R:3:lowdin_charge:R:1
C 3.324 -1.665 1.687 -0.4990
O 2.661 -0.529 2.150 -0.0924
O 4.365 -1.596 2.568 -0.1971
C 2.350 -2.915 1.578 -0.5670
F 3.024 -4.054 1.385 0.1212
F 1.417 -3.041 2.530 0.1552
F 1.708 -2.885 0.441 0.1204
C 1.726 0.148 1.304 -0.2622
C 1.068 1.271 2.089 -0.0452
H 0.311 1.845 1.555 0.0400
H 0.465 0.717 2.808 0.0570
H 1.818 1.926 2.532 0.0870
H 0.926 -0.484 0.918 0.0835
H 2.280 0.452 0.416 0.1024
H 3.677 -1.571 0.661 0.1286
C 6.900 -3.642 1.728 -0.0652
C 5.962 -4.694 1.082 -0.2745
O 6.908 -5.740 0.887 0.1421
C 8.140 -5.363 1.028 -0.5606
O 9.087 -5.929 0.484 0.1010
O 8.248 -4.099 1.549 0.0716
F 5.673 -4.241 -0.143 0.0740
H 6.534 -3.699 2.753 0.1281
H 6.736 -2.611 1.416 0.1332
H 5.023 -4.881 1.603 0.1535
C -1.105 -4.018 0.496 -0.0902
C -1.996 -3.483 -0.633 -0.3067
O -2.087 -2.138 -0.296 0.1321
C -1.718 -1.960 0.995 -0.5041
O -1.837 -0.930 1.641 0.1321
O -1.174 -3.077 1.512 0.0837
F -3.190 -4.047 -0.418 0.0775
H -0.118 -4.161 0.055 0.1247
H -1.294 -5.046 0.806 0.1466
H -1.698 -3.565 -1.679 0.1748
C 0.654 -0.388 -3.766 -0.0920
C 1.329 -0.842 -2.489 -0.2930
O 2.007 -2.013 -2.813 0.1651
C 1.371 -2.514 -3.878 -0.4691
O 1.483 -3.703 -4.226 0.1221
O 0.518 -1.587 -4.468 0.0721
F 0.324 -1.036 -1.549 0.0471
H 1.421 0.224 -4.241 0.1350
H -0.203 0.275 -3.648 0.1490
H 2.024 -0.094 -2.108 0.1664
C -0.445 -2.580 5.184 -0.0640
C -0.444 -1.154 4.778 -0.3251
O 0.940 -0.704 4.849 0.1320
C 1.684 -1.724 5.276 -0.5362
O 2.890 -1.579 5.399 0.1489
O 0.919 -2.832 5.535 0.0585
F -1.123 -0.471 5.684 0.0840
H -0.617 -3.114 4.250 0.1216
H -1.129 -2.784 6.008 0.1437
H -0.919 -1.054 3.803 0.1385
C -6.972 4.625 -4.691 -0.0586
C -6.644 5.956 -4.894 -0.0896
C -5.594 6.518 -4.253 -0.0200
C -4.873 5.772 -3.311 -0.0677
C -5.194 4.415 -3.048 -0.0657
C -6.236 3.809 -3.798 0.0151
C -4.540 3.606 -1.954 -0.2651
O -4.858 2.453 -1.788 0.1111
C -3.281 4.199 -1.310 -0.0716
C -2.396 3.432 -0.553 0.0050
C -1.272 4.009 0.004 -0.0539
C -0.929 5.327 -0.210 -0.0464
C -1.817 6.062 -0.977 -0.0131
C -2.980 5.546 -1.561 -0.0844
C -3.841 6.416 -2.416 -0.2862
O -3.558 7.568 -2.613 0.1075
H -7.828 4.196 -5.190 0.1005
H -7.145 6.442 -5.718 0.1077
H -5.375 7.568 -4.376 0.1197
H -6.526 2.779 -3.654 0.1120
H -2.634 2.382 -0.466 0.1223
H -0.610 3.365 0.565 0.0830
H -0.030 5.806 0.149 0.1126
H -1.666 7.131 -1.003 0.1152
```

Net charge: -1
Max |F|, hartree/bohr: 0.098
Gap between HOMO and LUMO, Ha: 0.1546
HOMO, eV: -3.97
Total energy, eV: -83313.597